[1]
4 unconnected molecules or ions with the total composition C14H18F2O2 in a non-equilibrium geometry, computed with ωB97M-V/def2-TZVPD.

```
! wB97M-V def2-TZVPD RIJCOSX def2/J DEFGRID3
* xyz 0 1
F -0.956 0.917 -1.187
C -1.580 -0.199 -1.436
C -1.327 -0.914 -2.594
C -1.844 -2.179 -2.771
C -2.749 -2.689 -1.846
C -3.012 -1.973 -0.669
C -2.406 -0.746 -0.400
H -0.604 -0.538 -3.302
H -1.578 -2.698 -3.680
H -3.233 -3.630 -2.064
H -3.708 -2.362 0.059
H -2.634 -0.230 0.520
F 1.563 -1.030 -2.392
C 2.276 -0.949 -1.232
C 3.669 -0.722 -1.236
C 4.379 -0.808 -0.085
C 3.701 -1.130 1.065
C 2.366 -1.394 1.055
C 1.614 -1.373 -0.103
H 4.114 -0.631 -2.215
H 5.456 -0.737 -0.141
H 4.158 -1.202 2.041
H 1.861 -1.610 1.985
H 0.565 -1.625 -0.139
C -2.204 4.267 1.019
O -2.646 3.062 1.605
H -2.443 5.127 1.644
H -1.117 4.242 1.094
H -2.562 4.447 0.005
H -1.874 2.540 1.835
C 0.619 1.122 2.572
O -0.358 1.454 1.616
H 0.457 0.073 2.819
H 1.658 1.287 2.284
H 0.374 1.605 3.518
H 0.006 1.227 0.757
*
```

Its SMILES is Fc1ccccc1.Fc1ccccc1.CO.CO. Its HOMO energy is -9.12 eV.



[2]
A molecular structure, C2H6N3OS in a non-equilibrium geometry, computed with ωB97M-V/def2-TZVPD.

```
! wB97M-V def2-TZVPD RIJCOSX def2/J DEFGRID3
* xyz 1 1
C 1.309 0.180 -0.392
C -1.363 0.442 -0.050
N -1.469 1.713 0.168
N 0.321 -0.253 0.273
N 0.434 -1.628 0.548
O 2.389 -0.450 -0.666
S -2.338 -0.653 -0.595
H 1.386 1.196 -0.815
H -0.788 2.277 0.691
H -2.118 2.199 -0.361
H 2.416 -1.248 -0.229
H -0.130 -2.086 -0.051
H -0.050 -1.689 1.479
*
```

Its HOMO energy is -14.19 eV. The energy above the lowest of the compared OMol25 structures with the same formula, charge and spin comes out at 67.2 kcal per mole.



[3]
C4H5NO2 in the gas phase in a non-equilibrium geometry, computed with ωB97M-V/def2-TZVPD.

```
! wB97M-V def2-TZVPD RIJCOSX def2/J DEFGRID3
* xyz 0 1
O 1.074 -0.987 -2.188
C 0.576 -0.496 -1.208
N -0.308 0.642 -1.153
C -0.535 1.044 0.245
C 0.108 -0.021 1.087
O -0.479 -1.280 0.780
C 0.796 -0.968 0.212
H -1.306 0.468 -1.205
H -1.628 0.956 0.406
H -0.271 2.087 0.406
H 0.351 0.166 2.123
H 1.623 -1.611 0.495
*
```

Its SMILES is O=C1NC[C@H]2O[C@@H]12. Its HOMO energy is -10.00 eV. The energy above the lowest of the compared OMol25 structures with the same formula, charge and spin comes out at 49.8 kcal per mole.



[4]
C4H12N2O2S in the gas phase in a non-equilibrium geometry, computed with ωB97M-V/def2-TZVPD.

```
! wB97M-V def2-TZVPD RIJCOSX def2/J DEFGRID3
* xyz 0 1
C -2.538 1.272 -0.180
C -1.733 0.021 -0.515
C -1.092 -0.587 0.720
C 1.706 -0.370 -0.022
N 1.279 -1.635 -0.517
N 2.898 -0.514 0.761
O 1.720 0.602 -0.985
O 0.352 1.705 0.805
S 0.423 0.302 1.300
H -3.321 1.040 0.538
H -1.889 2.032 0.246
H -3.001 1.676 -1.077
H -2.390 -0.727 -0.969
H -0.960 0.268 -1.244
H -1.778 -0.568 1.566
H -0.742 -1.603 0.551
H 1.973 -2.350 -0.356
H 1.038 -1.580 -1.499
H 3.088 0.331 1.289
H 3.703 -0.708 0.173
H 1.265 1.395 -0.586
*
```

Its HOMO energy is -8.94 eV. The energy above the lowest of the compared OMol25 structures with the same formula, charge and spin comes out at 25.5 kcal per mole.



[5]
A molecular structure, C18H14PPtSe3Te in a non-equilibrium geometry, computed with ωB97M-V/def2-TZVPD.

```
! wB97M-V def2-TZVPD RIJCOSX def2/J DEFGRID3
* xyz 1 1
Pt 0.542 1.107 -2.334
Se 0.152 -0.357 -4.281
Se 0.079 0.876 -6.138
Te -0.681 3.162 -5.504
Se -0.123 3.392 -3.167
C 0.129 -3.218 3.606
C -0.816 -2.276 3.220
C -0.653 -1.572 2.037
C 0.466 -1.808 1.239
C 1.404 -2.762 1.621
C 1.236 -3.463 2.807
P 0.764 -0.835 -0.272
C -0.924 -0.371 -0.810
C -1.491 0.904 -0.645
C -2.774 1.165 -1.136
C -3.491 0.173 -1.769
C -2.945 -1.108 -1.911
C -1.675 -1.373 -1.452
C 1.493 0.742 0.276
C 2.049 0.993 1.521
C 2.637 2.231 1.768
C 2.705 3.186 0.767
C 2.175 2.928 -0.497
C 1.573 1.709 -0.731
H -0.001 -3.762 4.532
H -1.686 -2.093 3.838
H -1.391 -0.835 1.741
H 2.261 -2.956 0.987
H 1.962 -4.210 3.100
H -0.989 1.642 -0.032
H -3.206 2.149 -1.007
H -4.482 0.383 -2.150
H -3.523 -1.890 -2.387
H -1.244 -2.362 -1.566
H 2.017 0.232 2.292
H 3.038 2.454 2.748
H 3.162 4.146 0.969
H 2.250 3.675 -1.279
*
```

Its HOMO energy (spin up / spin down) is -10.70 / -10.70 eV. The energy above the lowest of the compared OMol25 structures with the same formula, charge and spin comes out at 13.4 kcal per mole.



[6]
A molecular structure, C12H16Br2NO3Pd in a non-equilibrium geometry, computed with ωB97M-V/def2-TZVPD.

```
! wB97M-V def2-TZVPD RIJCOSX def2/J DEFGRID3
* xyz 1 1
Pd -0.214 -1.014 -0.909
Br -0.678 -2.674 -2.843
C 1.202 -3.112 -3.089
Br 2.331 -1.849 -2.206
H 1.402 -3.084 -4.151
H 1.361 -4.089 -2.654
C 0.081 4.095 -2.701
N -0.562 2.780 -2.592
C -1.907 2.585 -3.145
C 0.030 1.747 -2.017
C 1.398 1.880 -1.431
O -0.590 0.645 -2.007
H -0.544 4.724 -3.326
H 1.059 4.016 -3.170
H 0.181 4.571 -1.727
H -2.241 3.523 -3.575
H -2.597 2.276 -2.362
H -1.891 1.815 -3.914
H 1.636 2.898 -1.137
H 2.126 1.555 -2.178
H 1.482 1.238 -0.558
O -0.532 -2.280 0.569
C -0.178 -1.389 1.420
O 0.195 -0.278 0.890
C -0.193 -1.623 2.858
C -0.751 -2.799 3.353
C -0.786 -3.008 4.721
C -0.262 -2.049 5.580
C 0.300 -0.879 5.081
C 0.332 -0.660 3.716
H -1.149 -3.537 2.669
H -1.220 -3.914 5.120
H -0.291 -2.215 6.649
H 0.708 -0.141 5.759
H 0.763 0.245 3.309
*
```

Its HOMO energy is -12.24 eV. The energy above the lowest of the compared OMol25 structures with the same formula, charge and spin comes out at 0.0 kcal per mole.



Copy entry 4 word for word.
C4H12N2O2S in the gas phase in a non-equilibrium geometry, computed with ωB97M-V/def2-TZVPD.

```
! wB97M-V def2-TZVPD RIJCOSX def2/J DEFGRID3
* xyz 0 1
C -2.538 1.272 -0.180
C -1.733 0.021 -0.515
C -1.092 -0.587 0.720
C 1.706 -0.370 -0.022
N 1.279 -1.635 -0.517
N 2.898 -0.514 0.761
O 1.720 0.602 -0.985
O 0.352 1.705 0.805
S 0.423 0.302 1.300
H -3.321 1.040 0.538
H -1.889 2.032 0.246
H -3.001 1.676 -1.077
H -2.390 -0.727 -0.969
H -0.960 0.268 -1.244
H -1.778 -0.568 1.566
H -0.742 -1.603 0.551
H 1.973 -2.350 -0.356
H 1.038 -1.580 -1.499
H 3.088 0.331 1.289
H 3.703 -0.708 0.173
H 1.265 1.395 -0.586
*
```

Its HOMO energy is -8.94 eV. The energy above the lowest of the compared OMol25 structures with the same formula, charge and spin comes out at 25.5 kcal per mole.